No. 1
{"formula": "C4H27NO12", "method": "the ωB97M-V functional and the def2-TZVPD basis", "smiles": "O=CNC(CO)CO.O.O.O.O.O.O.O.O.O", "orbital_gap_ev": 9.693, "total_charge": 0, "de_lowest_ev": 3.694, "e_lumo_ev": 0.063, "multiplicity": 1, "symbols": ["O", "C", "N", "C", "C", "O", "C", "O", "H", "H", "H", "H", "H", "H", "H", "H", "H", "O", "H", "H", "O", "H", "H", "O", "H", "H", "O", "H", "H", "O", "H", "H", "O", "H", "H", "O", "H", "H", "O", "H", "H", "O", "H", "H"], "xyz": [[-0.2279, -4.4307, 0.7983], [-0.2819, -3.2186, 0.5821], [0.9245, -2.6479, 0.3383], [1.0963, -1.2259, 0.1811], [0.3595, -0.2862, 1.2138], [0.2763, 1.0442, 0.8073], [2.5514, -0.7408, 0.2160], [3.4361, -1.6913, -0.4386], [-1.0424, -2.4548, 0.8131], [1.7987, -3.1318, 0.5895], [0.6114, -0.9132, -0.7866], [-0.6968, -0.6781, 1.2150], [0.8957, -0.2915, 2.1676], [0.3653, 1.1130, -0.1474], [2.6954, 0.1949, -0.3913], [2.9616, -0.6847, 1.2430], [3.2769, -2.6210, -0.3071], [-3.0818, 0.7274, 2.9201], [-2.3478, 0.8736, 2.3014], [-3.3540, 1.6558, 3.0648], [0.0513, 1.3897, -2.0523], [-0.3122, 0.7149, -2.6373], [0.9986, 1.3335, -1.9893], [0.6131, 4.0153, 2.4533], [0.8172, 3.4359, 1.7011], [1.1242, 3.6273, 3.1703], [-1.9300, 2.8429, 1.7238], [-1.4887, 3.1496, 2.5256], [-1.0977, 2.6207, 1.2500], [-2.7662, -1.3794, -1.6937], [-2.8343, -0.9845, -0.8203], [-3.5973, -1.8443, -1.9204], [-2.6896, -1.9680, 2.1347], [-2.6863, -0.9971, 2.2993], [-2.7744, -2.2841, 3.0468], [2.0313, -0.6217, -2.3393], [2.7931, -1.1315, -2.0096], [2.2947, -0.4706, -3.2529], [-0.9960, -0.7817, -3.7437], [-0.1972, -1.3224, -3.6406], [-1.6772, -1.0965, -3.1254], [1.4139, 3.9511, -2.1814], [0.6003, 3.5172, -2.4598], [2.0927, 3.6916, -2.8194]], "atomic_forces_ev_per_a": [[-1.847, 1.062, -0.339], [2.314, -2.052, 1.592], [1.830, 1.788, 0.227], [-1.077, 2.775, -0.480], [-1.067, -1.806, -0.493], [0.722, 0.975, 0.043], [0.847, -1.447, -0.377], [0.794, 1.013, -0.778], [-0.652, -0.998, -0.637], [-1.425, -0.303, -0.116], [0.725, -0.419, 0.793], [1.017, 0.246, 0.926], [-0.566, -0.332, 0.166], [-0.444, 0.016, -0.603], [-0.270, -0.866, 1.205], [-0.593, 0.461, -0.306], [-0.400, -0.223, 0.352], [0.114, 0.434, 0.069], [-0.174, 0.403, 0.151], [0.021, -0.811, -0.155], [-0.805, 1.018, 0.747], [0.197, -0.531, -0.365], [0.570, -0.490, -0.558], [0.111, -0.400, -0.159], [0.029, 0.256, 0.147], [0.056, 0.084, 0.091], [1.260, -0.106, -0.256], [-0.287, 0.458, 0.279], [-0.971, -0.167, -0.225], [-0.400, -0.486, -0.554], [-0.368, -0.127, 0.017], [0.639, 0.506, 0.614], [0.116, 0.930, 0.572], [-0.443, -0.829, -0.142], [-0.005, -0.250, -0.352], [0.506, 0.065, -1.519], [-0.121, -0.175, 0.425], [-0.237, 0.190, -0.237], [0.490, 0.286, -0.164], [-0.546, -0.002, 0.182], [0.291, -0.115, 0.164], [0.392, 0.036, -0.005], [-0.022, -0.175, -0.049], [-0.322, 0.113, 0.106]]}

No. 2
{"formula": "C4H27NO8", "method": "the ωB97M-V functional and the def2-TZVPD basis", "smiles": "CCNCC.O.O.O.O.O.O.O.O", "orbital_gap_ev": 9.492, "total_charge": 0, "de_lowest_ev": 2.643, "e_lumo_ev": 0.254, "multiplicity": 1, "symbols": ["C", "C", "N", "C", "C", "H", "H", "H", "H", "H", "H", "H", "H", "H", "H", "H", "O", "H", "H", "O", "H", "H", "O", "H", "H", "O", "H", "H", "O", "H", "H", "O", "H", "H", "O", "H", "H", "O", "H", "H"], "xyz": [[2.3864, -2.6115, -0.7312], [1.7220, -1.2626, -0.8196], [0.2365, -1.3617, -0.6552], [-0.4476, -0.0774, -0.5891], [-1.3495, 0.1013, -1.8420], [3.2324, -2.6002, -1.4148], [1.7720, -3.3814, -1.2112], [2.6688, -2.9897, 0.2468], [2.0168, -0.5600, -0.0435], [1.8950, -0.7735, -1.7826], [-0.0984, -2.0557, -1.3022], [-1.1884, -0.1834, 0.2025], [0.1780, 0.8055, -0.4921], [-1.7626, 1.1092, -1.8386], [-0.7227, 0.0812, -2.7356], [-2.0988, -0.6845, -1.8892], [1.5248, 1.9891, -2.9127], [1.0796, 2.8180, -3.1152], [0.9225, 1.5676, -2.2895], [-3.0929, 0.8677, 0.5857], [-3.7348, 0.8311, 1.2963], [-2.6949, 0.1039, 0.1699], [-0.8171, 3.2530, -1.1032], [-0.0394, 3.7358, -1.3942], [-0.8129, 3.2797, -0.1355], [0.4301, 2.9254, 1.4916], [0.3097, 2.2894, 2.2127], [1.1560, 2.6353, 0.9319], [-1.5092, 1.5133, 2.6960], [-1.6375, 2.4019, 3.0346], [-1.5898, 1.4233, 1.7356], [2.5503, -0.3935, 2.5420], [2.4103, -0.9076, 3.3367], [1.7272, -0.0752, 2.1670], [0.4330, -2.2602, 2.2121], [1.0763, -2.9197, 2.4864], [0.6804, -2.0253, 1.3035], [-1.5900, -3.5126, -1.5651], [-2.1902, -2.7699, -1.6847], [-1.0095, -3.2421, -0.8410]], "atomic_forces_ev_per_a": [[0.107, -0.480, -1.157], [-1.713, 0.617, 0.122], [2.218, -0.110, 1.185], [-2.106, -1.497, -1.625], [1.217, 0.856, 0.012], [0.539, 0.016, 0.416], [-0.333, 0.090, 0.207], [0.034, 0.340, 0.131], [0.572, -0.119, 0.048], [0.492, -0.107, -0.092], [-0.218, 0.798, -0.636], [0.988, 0.513, 0.706], [0.270, -0.247, 0.405], [-0.510, -0.202, 0.124], [-0.089, -0.375, -0.150], [-0.174, 0.125, -0.140], [-0.039, 0.058, 0.160], [0.049, -0.042, -0.198], [-0.030, -0.009, -0.046], [0.242, 1.878, -0.696], [0.167, -1.167, -0.113], [-1.109, -0.584, 0.680], [-0.149, -0.183, -0.241], [-0.010, 0.190, 0.280], [0.243, 0.067, -0.007], [0.058, 0.324, -0.199], [0.033, -0.086, -0.228], [0.168, -0.100, 0.260], [0.534, -0.833, 0.972], [-0.207, 0.143, -0.664], [-0.542, 0.713, 0.220], [1.192, 0.553, -0.515], [-0.703, 0.081, -0.054], [-0.346, -0.459, 0.633], [-0.109, -0.115, 0.084], [0.000, -0.019, -0.020], [-0.337, -0.103, -0.107], [0.113, -0.058, 0.001], [-0.066, -0.099, 0.005], [-0.445, -0.368, 0.236]]}

No. 3
{"formula": "C4H28O12", "method": "the ωB97M-V functional and the def2-TZVPD basis", "smiles": "OCCO.OCCO.O.O.O.O.O.O.O.O", "orbital_gap_ev": 10.288, "total_charge": 0, "de_lowest_ev": 0.160, "e_lumo_ev": 0.301, "multiplicity": 1, "symbols": ["O", "C", "C", "O", "H", "H", "H", "H", "H", "H", "O", "C", "C", "O", "H", "H", "H", "H", "H", "H", "O", "H", "H", "O", "H", "H", "O", "H", "H", "O", "H", "H", "O", "H", "H", "O", "H", "H", "O", "H", "H", "O", "H", "H"], "xyz": [[-0.8751, 1.0559, 1.1358], [-1.8238, 1.3368, 0.1540], [-2.6374, 2.6669, 0.3295], [-2.9010, 2.9044, 1.6607], [0.0279, 1.2608, 0.8053], [-1.5794, 1.2601, -0.8783], [-2.6047, 0.5658, 0.3028], [-3.5598, 2.6705, -0.3117], [-2.0561, 3.5283, -0.0610], [-3.4182, 2.1528, 2.0018], [-0.9915, -2.2601, -1.0710], [-0.9006, -3.3073, -2.0485], [-2.1198, -3.6142, -2.8907], [-2.3276, -2.4893, -3.7016], [-0.2070, -2.5272, -0.4918], [-0.1406, -3.0814, -2.7784], [-0.6182, -4.2481, -1.5978], [-2.9555, -3.8019, -2.1728], [-2.1017, -4.4457, -3.5282], [-2.2485, -1.7154, -3.1124], [1.6239, 1.0778, 0.0109], [1.7017, 1.0771, -0.9585], [2.1364, 0.3333, 0.3154], [0.3943, 0.0888, -2.3094], [0.1556, -0.0480, -3.2236], [-0.1481, -0.5492, -1.8081], [2.7239, 3.1625, 1.6912], [2.4900, 2.7387, 0.8641], [1.8942, 3.6778, 1.9146], [1.0795, -2.5776, 0.7169], [1.5759, -3.4198, 0.9970], [0.8332, -2.1227, 1.5240], [2.9493, 0.4605, 2.4022], [2.9508, 1.4181, 2.5227], [3.8420, 0.1765, 2.5668], [3.0231, -1.5872, -1.9644], [3.4375, -1.1805, -2.7238], [2.1193, -1.2470, -1.9676], [0.1452, 4.0634, 2.9535], [0.0535, 4.4120, 3.8336], [-0.6490, 3.5890, 2.7428], [0.4520, -0.8476, 2.8144], [1.3499, -0.4521, 2.9314], [-0.0954, -0.1558, 2.4081]], "atomic_forces_ev_per_a": [[0.976, 0.733, -0.296], [-3.206, -0.079, 0.832], [1.266, 0.063, -1.634], [-0.772, -0.012, 1.320], [-0.343, -0.156, -0.065], [1.114, -0.145, -0.818], [0.238, -0.006, -0.131], [0.589, -0.431, 0.467], [-0.108, -0.329, 0.449], [0.329, 0.435, -0.049], [0.753, -1.076, -0.270], [0.402, -1.398, -0.647], [-0.973, 2.033, 2.572], [-0.617, 1.177, -0.220], [-1.043, 0.956, -0.014], [0.711, 0.298, -0.233], [0.278, -0.276, 0.602], [0.086, 0.271, -0.503], [0.784, -1.292, -0.741], [-0.246, -0.409, -0.467], [-0.043, 0.789, -0.819], [-0.329, -0.176, 0.326], [0.421, -0.495, 0.450], [0.076, -0.146, 0.338], [-0.094, -0.050, -0.439], [-0.015, -0.088, 0.055], [-1.167, 1.100, 0.652], [-0.065, -0.407, -0.384], [1.181, -0.782, 0.021], [1.415, -2.586, -0.418], [-1.194, 2.059, -0.657], [-0.333, 0.655, 0.966], [-0.336, -0.434, 0.067], [-0.110, 0.615, -0.205], [0.508, -0.212, 0.134], [-0.118, -0.107, 0.294], [0.131, 0.119, -0.250], [-0.044, 0.057, -0.044], [0.946, 0.264, -0.492], [-0.162, 0.115, 0.434], [-0.842, -0.458, -0.128], [0.720, 0.074, 0.148], [-0.782, -0.138, -0.203], [0.018, -0.127, -0.002]]}